Density functional theory data (wB97M-V/def2-TZVPD) for a structure of composition C59H51GeN5O4PdS.

Geometry as ORCA input:
```
! RIJCOSX wB97M-V def2-TZVPD def2/J DEFGRID3
* xyz 0 1
Pd 1.37 -1.19 1.09
C -10.54 -7.74 1.23
O -10.01 -7.02 0.14
C -8.79 -6.44 0.29
C -8.30 -5.75 -0.81
C -7.07 -5.13 -0.75
C -6.30 -5.19 0.41
C -6.80 -5.89 1.51
C -8.03 -6.51 1.46
C -4.99 -4.54 0.52
N -4.24 -4.53 1.60
C -3.12 -3.82 1.25
C -3.18 -3.41 -0.06
N -4.39 -3.88 -0.52
C -2.16 -2.65 -0.70
C -2.19 -2.14 -2.02
C -1.16 -1.37 -2.46
C -0.09 -1.10 -1.60
N -0.01 -1.62 -0.39
C -1.04 -2.35 0.08
C -0.96 -2.76 1.46
N 0.13 -2.36 2.16
C 0.21 -2.61 3.45
C -0.78 -3.34 4.12
C -1.88 -3.78 3.43
C -1.99 -3.49 2.07
H -11.50 -8.12 0.90
H -10.68 -7.09 2.10
H -9.89 -8.58 1.50
H -8.91 -5.70 -1.70
H -6.73 -4.59 -1.62
H -6.20 -5.93 2.41
H -8.39 -7.04 2.33
H -4.77 -3.76 -1.44
H -3.04 -2.35 -2.66
H -1.16 -0.92 -3.44
H 0.72 -0.46 -1.91
H 1.09 -2.23 3.96
H -0.66 -3.53 5.18
H -2.67 -4.34 3.92
C 3.38 -3.46 2.58
C 3.44 -2.05 3.09
C 4.25 -1.53 4.07
C 3.98 -0.14 4.14
C 3.01 0.13 3.19
C 2.32 1.42 2.89
N 2.69 -1.04 2.55
H 4.36 -3.93 2.65
H 3.07 -3.48 1.53
H 2.67 -4.09 3.14
H 4.97 -2.09 4.66
H 4.42 0.59 4.81
H 2.75 2.22 3.49
H 1.25 1.36 3.09
H 2.41 1.70 1.84
O 2.60 0.04 -0.09
S 3.39 -0.70 -1.17
C 4.41 0.59 -1.85
C 4.49 1.82 -1.22
C 5.31 2.79 -1.77
C 6.02 2.53 -2.93
C 5.91 1.29 -3.56
C 5.10 0.31 -3.02
C 4.65 -1.65 -0.36
C 5.01 -2.86 -0.94
C 6.04 -3.59 -0.37
C 6.68 -3.12 0.76
C 6.29 -1.92 1.35
C 5.27 -1.17 0.79
H 3.91 2.00 -0.32
H 5.39 3.76 -1.29
H 6.66 3.29 -3.36
H 6.46 1.10 -4.48
H 5.00 -0.65 -3.51
H 4.49 -3.22 -1.82
H 6.33 -4.54 -0.81
H 7.48 -3.70 1.21
H 6.76 -1.57 2.26
H 4.92 -0.26 1.26
O -0.93 1.27 -0.63
C -1.07 1.32 0.62
O -0.52 0.57 1.47
C -1.93 2.48 1.13
C -2.25 3.49 0.03
Ge -0.71 4.21 -0.97
C -0.08 3.14 -2.48
C 0.98 2.24 -2.36
C 1.39 1.47 -3.44
C 0.74 1.57 -4.66
C -0.32 2.46 -4.80
C -0.71 3.24 -3.72
C 0.78 4.64 0.23
C 2.11 4.63 -0.19
C 3.13 5.10 0.63
C 2.84 5.58 1.90
C 1.52 5.60 2.34
C 0.51 5.14 1.51
C -1.22 5.94 -1.74
C -0.52 6.46 -2.84
C -0.82 7.72 -3.35
C -1.82 8.49 -2.77
C -2.52 7.99 -1.68
C -2.22 6.73 -1.18
H -1.42 2.93 1.99
H -2.85 2.05 1.53
H -2.82 4.33 0.44
H -2.89 3.02 -0.72
H 1.47 2.11 -1.40
H 2.23 0.79 -3.33
H 1.06 0.97 -5.50
H -0.83 2.55 -5.75
H -1.53 3.94 -3.85
H 2.36 4.28 -1.19
H 4.16 5.09 0.28
H 3.64 5.93 2.54
H 1.28 5.98 3.32
H -0.51 5.21 1.85
H 0.26 5.88 -3.31
H -0.26 8.10 -4.20
H -2.05 9.47 -3.17
H -3.30 8.59 -1.22
H -2.78 6.37 -0.32
*
```

Output
LUMO level = -0.4 eV
Molar mass = 1105.18 Da
DFT total energy = -5456.6862 Ha
HOMO = -6.69 eV



Density functional theory data (wB97M-V/def2-TZVPD) for a structure of composition C59H63ClF5GeN4SSeSiW.

Geometry as ORCA input:
```
! RIJCOSX wB97M-V def2-TZVPD def2/J DEFGRID3
* xyz -1 1
W 0.19 0.35 0.24
Cl 2.96 -4.29 -1.78
C 1.73 -3.20 -1.20
C 0.63 -3.76 -0.44
C -0.41 -2.98 -0.12
C -0.51 -1.58 -0.52
N 0.70 -1.06 -1.23
C 1.78 -1.92 -1.55
H 0.64 -4.82 -0.21
H -1.29 -3.42 0.35
H -1.41 -1.40 -1.11
H 2.53 -1.49 -2.19
C -3.81 2.04 2.24
N -3.91 0.62 1.99
C -5.23 0.11 2.28
C -3.39 0.12 0.68
C -2.90 1.19 -0.27
C -3.91 1.94 -0.90
C -3.63 3.03 -1.69
C -2.29 3.38 -1.89
C -1.29 2.59 -1.35
C -1.55 1.47 -0.51
H -4.03 2.22 3.30
H -4.51 2.65 1.64
H -2.80 2.40 2.04
H -2.04 0.21 3.27
H -6.01 0.51 1.59
H -5.52 0.39 3.30
H -5.25 -0.98 2.21
H -4.22 -0.40 0.19
H -2.61 -0.61 0.86
H -4.94 1.66 -0.73
H -4.42 3.60 -2.15
H -2.03 4.23 -2.51
H -0.26 2.85 -1.56
C -1.96 0.89 6.07
Si -0.47 1.14 4.97
C 0.15 2.87 5.17
C 0.86 -0.02 5.57
C -1.06 0.70 3.26
C -0.50 0.76 2.06
H -1.70 1.03 7.13
H -2.36 -0.12 5.95
H -2.76 1.60 5.82
H 0.37 3.07 6.23
H -0.59 3.61 4.83
H 1.07 3.02 4.60
H 1.00 0.09 6.65
H 1.81 0.18 5.06
H 0.59 -1.06 5.35
F 2.06 6.33 4.19
C 2.14 5.29 3.34
C 1.05 4.95 2.56
F -0.07 5.68 2.63
C 1.13 3.86 1.70
F 0.08 3.67 0.91
C 2.26 3.05 1.62
S 2.43 1.71 0.48
C 3.33 3.45 2.41
F 4.50 2.79 2.35
C 3.28 4.54 3.25
F 4.35 4.87 4.00
C 0.48 0.25 -1.81
Ge -0.24 0.13 -3.57
C -1.28 1.51 -4.50
C -0.59 2.62 -5.01
C -1.26 3.63 -5.70
C -2.63 3.53 -5.90
C -3.32 2.43 -5.42
C -2.65 1.43 -4.73
C -1.15 -1.61 -3.81
C -2.47 -1.80 -3.38
C -3.10 -3.03 -3.49
C -2.41 -4.12 -4.02
C -1.09 -3.96 -4.43
C -0.47 -2.72 -4.32
C 1.36 0.05 -4.73
C 2.60 0.47 -4.25
C 3.73 0.49 -5.07
C 3.63 0.06 -6.39
C 2.40 -0.36 -6.89
C 1.28 -0.36 -6.07
H 0.48 2.70 -4.87
H -0.71 4.48 -6.07
H -3.15 4.32 -6.43
H -4.39 2.35 -5.58
H -3.22 0.58 -4.36
H -3.01 -0.98 -2.92
H -4.12 -3.15 -3.15
H -2.90 -5.08 -4.11
H -0.54 -4.81 -4.83
H 0.56 -2.62 -4.64
H 2.67 0.80 -3.21
H 4.68 0.83 -4.67
H 4.51 0.07 -7.03
H 2.32 -0.68 -7.92
H 0.33 -0.68 -6.48
C 1.16 -8.14 2.25
C 1.25 -6.63 2.04
C 1.50 -5.90 3.35
C 1.71 -4.40 3.23
N 2.81 -3.97 2.35
C 2.83 -2.72 1.80
Se 1.57 -1.40 2.13
N 3.99 -2.58 1.14
C 4.44 -1.35 0.50
C 5.56 -0.67 1.28
C 5.20 -0.22 2.70
C 5.26 -1.33 3.75
C 4.75 -3.73 1.26
C 5.99 -4.05 0.75
C 6.52 -5.29 1.07
C 5.81 -6.17 1.88
C 4.56 -5.86 2.38
C 4.02 -4.62 2.05
H 0.95 -8.66 1.31
H 0.36 -8.39 2.95
H 2.10 -8.54 2.65
H 0.32 -6.26 1.60
H 2.05 -6.41 1.33
H 2.33 -6.36 3.89
H 0.62 -6.02 4.00
H 1.87 -3.96 4.22
H 0.82 -3.92 2.83
H 3.58 -0.69 0.44
H 4.77 -1.59 -0.51
H 5.84 0.21 0.69
H 6.44 -1.32 1.32
H 4.20 0.22 2.68
H 5.89 0.57 2.99
H 4.45 -2.06 3.65
H 5.17 -0.91 4.75
H 6.21 -1.87 3.70
H 6.53 -3.35 0.12
H 7.49 -5.57 0.68
H 6.24 -7.14 2.13
H 4.04 -6.56 3.01
*
```

Output
LUMO level (alpha / beta) = 2.0 / 2.0 eV
Molar mass = 1354.19 Da
DFT total energy = -8697.6144 Ha
HOMO (alpha / beta) = -3.44 / -3.34 eV